The following is a quantum chemistry calculation of a 11-piece molecular cluster, C44H66O33 overall, from OMol25.

Geometry as XYZ:
```
143
Properties=species:S:1:pos:R:3:forces:R:3
C 15.09560 5.59216 -3.18843 -0.6 -0.1 -0.3
C 15.84594 5.92828 -1.93791 0.8 -0.1 0.1
C 16.60209 7.26673 -1.93184 -0.5 0.3 0.3
O 16.02035 7.97966 -0.83043 0.0 0.0 -0.2
C 15.06321 7.23449 -0.23264 0.1 -0.2 0.0
O 14.44861 7.56523 0.72299 -0.1 0.1 0.1
O 14.91452 6.04693 -0.86328 0.2 0.1 0.1
H 15.75472 5.45794 -4.03983 0.2 0.0 -0.1
H 14.36329 6.37038 -3.42366 0.1 0.1 0.0
H 14.52026 4.67509 -3.04378 0.1 -0.1 0.0
H 16.58567 5.15689 -1.70022 -0.4 -0.2 0.1
H 16.44810 7.83841 -2.84784 0.0 0.0 0.0
H 17.66325 7.17464 -1.71350 0.0 -0.1 -0.2
C 13.61791 3.76572 1.21647 -0.5 0.6 -1.0
C 13.13262 2.43437 1.71218 1.1 0.3 0.0
C 13.90121 1.23645 1.12671 -0.6 0.3 -0.2
O 14.07124 0.37154 2.24825 -0.1 -0.2 -0.3
C 13.85922 1.05903 3.38626 -0.1 0.2 -0.2
O 13.98898 0.60980 4.47751 0.1 0.0 0.2
O 13.48204 2.32622 3.10581 -0.4 -0.2 0.3
H 13.16944 4.60816 1.74596 0.2 -0.2 0.4
H 13.24901 3.92446 0.19372 0.2 -0.2 0.0
H 14.70009 3.87029 1.18651 0.1 -0.1 0.2
H 12.05421 2.39453 1.57511 -0.1 -0.4 0.2
H 14.87486 1.51364 0.72486 0.1 0.1 0.1
H 13.33628 0.75412 0.33007 0.0 -0.3 0.2
C 13.03747 -0.57517 -6.43375 0.3 0.1 -0.3
C 12.74287 -1.67407 -5.44537 0.3 -0.2 0.8
C 13.96026 -2.18244 -4.60546 -1.3 0.6 -0.8
O 13.47020 -2.19583 -3.27637 0.2 0.0 0.0
C 12.30399 -1.51294 -3.19760 0.2 -0.1 -0.4
O 11.74242 -1.24768 -2.19342 -0.2 0.1 0.4
O 11.86018 -1.17105 -4.42987 0.1 -0.1 -0.1
H 14.05685 -0.67053 -6.82454 -0.1 -0.1 -0.1
H 12.98066 0.39667 -5.94142 -0.1 -0.1 0.1
H 12.34695 -0.58475 -7.27428 -0.1 0.1 0.0
H 12.28620 -2.55329 -5.90121 -0.3 0.2 -0.1
H 14.77311 -1.46577 -4.70184 0.3 -0.3 0.2
H 14.16241 -3.18891 -4.95744 0.6 -0.1 0.4
C 22.94025 6.12576 -3.43192 -0.5 0.5 0.0
C 22.06110 4.90407 -3.56111 -0.2 0.1 0.3
C 21.23061 4.57467 -2.31698 0.5 -0.2 0.1
O 19.96377 4.19315 -2.85157 -0.1 0.5 0.2
C 19.84421 4.70948 -4.09460 0.7 -0.8 -0.2
O 18.84296 4.67188 -4.73599 -0.4 0.3 -0.1
O 21.03163 5.14530 -4.55380 -0.2 0.2 0.3
H 23.39444 6.23072 -2.44593 0.3 -0.5 -0.1
H 22.30976 7.01819 -3.49896 0.0 -0.1 -0.2
H 23.66776 6.15322 -4.23797 0.2 0.1 0.2
H 22.61194 4.02706 -3.89368 0.0 0.0 0.0
H 21.13771 5.41306 -1.62224 -0.2 0.2 -0.2
H 21.65859 3.74775 -1.75246 -0.1 -0.1 -0.1
C 18.54370 -2.59254 -8.27479 -0.2 0.1 0.0
C 18.23527 -2.61586 -6.79871 0.1 0.0 0.0
C 16.98599 -3.42077 -6.42495 -0.1 0.3 0.1
O 17.41798 -4.29106 -5.38991 0.1 -0.1 -0.1
C 18.77603 -4.25301 -5.28461 -0.3 0.1 -0.1
O 19.41037 -4.96617 -4.58766 0.1 0.0 0.1
O 19.28265 -3.28071 -6.07580 -0.1 -0.1 -0.1
H 17.67853 -2.21948 -8.83046 0.0 0.0 0.1
H 18.75480 -3.59959 -8.63105 0.1 0.0 0.0
H 19.37959 -1.92734 -8.46238 0.2 -0.1 -0.2
H 18.20065 -1.59582 -6.40409 -0.1 0.0 0.0
H 16.57903 -3.98655 -7.26532 0.2 -0.2 0.0
H 16.19429 -2.77724 -6.04440 0.0 0.0 0.1
C 26.27770 1.97703 -3.25780 0.1 -0.5 0.1
C 25.36879 1.39688 -4.32031 0.3 0.2 0.3
C 24.94005 -0.05616 -4.10141 0.0 -0.2 0.2
O 23.51194 -0.02636 -4.25192 0.1 0.0 0.0
C 23.07912 1.24686 -4.20163 0.4 -0.3 0.2
O 21.93984 1.56453 -4.08642 -0.4 0.2 -0.1
O 24.10817 2.11140 -4.27681 0.2 -0.2 -0.2
H 25.88916 1.75189 -2.26324 -0.1 0.2 0.0
H 26.39252 3.04923 -3.39207 0.0 0.0 0.0
H 27.26714 1.51824 -3.32296 0.0 0.0 -0.1
H 25.84870 1.52881 -5.29233 -0.4 0.1 -0.1
H 25.17530 -0.41935 -3.09831 -0.1 0.1 0.0
H 25.36047 -0.76176 -4.81364 -0.1 0.1 -0.1
C 21.29527 0.60381 -7.31541 0.5 0.1 0.4
C 22.25646 0.05932 -8.35122 -0.7 0.9 0.0
C 23.72874 0.06417 -8.00335 -0.1 -0.2 0.1
O 24.21250 -1.07401 -8.72634 0.1 0.1 0.1
C 23.17749 -1.92166 -8.94679 -0.2 0.2 0.2
O 23.27383 -3.01159 -9.38943 0.0 -0.3 -0.1
O 22.00959 -1.33043 -8.57138 0.1 0.0 -0.3
H 21.49915 0.13234 -6.35165 -0.4 -0.1 0.0
H 20.26237 0.47576 -7.63281 0.0 -0.3 0.1
H 21.42162 1.68057 -7.17266 0.2 0.0 -0.1
H 22.06892 0.62861 -9.27086 0.2 -0.4 -0.2
H 23.86980 -0.10609 -6.93022 0.1 0.0 0.0
H 24.26334 0.95379 -8.32061 0.0 0.0 -0.1
C 14.19724 4.06999 -6.90317 0.0 0.6 0.0
C 12.81029 3.94564 -7.47515 -0.5 -0.3 -0.4
C 12.48360 2.59338 -8.17765 1.2 1.0 0.3
O 11.32541 2.14915 -7.52222 -0.5 -0.6 -0.4
C 11.05395 2.89211 -6.42843 1.2 0.2 0.0
O 10.31905 2.57043 -5.56248 -0.6 0.1 0.2
O 11.83711 4.00250 -6.41813 -0.1 -0.3 0.0
H 14.39577 3.29527 -6.16367 0.1 -0.1 -0.1
H 14.28665 5.04098 -6.41087 0.0 -0.1 0.1
H 14.93983 4.08332 -7.70312 0.0 -0.3 0.0
H 12.58862 4.76470 -8.16134 0.1 0.1 0.1
H 13.30760 1.88727 -8.03047 -0.2 -0.1 0.1
H 12.37107 2.74271 -9.24943 -0.5 -0.2 0.0
C 20.10796 -0.31300 -1.53873 0.3 0.0 0.0
C 19.47865 0.35941 -0.34763 -0.4 -0.5 0.4
C 17.96462 0.62364 -0.43611 0.8 0.5 0.1
O 17.47223 0.22631 0.83757 0.0 -0.2 -0.1
C 18.40636 -0.51773 1.48522 -0.1 0.1 -0.3
O 18.24729 -1.03718 2.53399 0.0 -0.1 0.2
O 19.54233 -0.58044 0.74845 0.0 0.2 0.1
H 20.24272 0.36545 -2.38042 -0.1 0.0 0.0
H 19.51867 -1.18472 -1.82505 -0.1 0.1 -0.1
H 21.09561 -0.68355 -1.25779 0.0 0.1 0.0
H 20.01147 1.25764 -0.02443 0.1 0.0 -0.1
H 17.54119 0.06154 -1.26673 -0.3 -0.2 0.3
H 17.75358 1.68502 -0.54253 -0.1 -0.1 -0.2
C 18.62660 1.43904 -4.67800 0.1 -0.2 -0.3
C 17.19686 1.90313 -4.54217 0.6 0.2 0.2
C 16.11732 0.99504 -5.12998 0.6 0.4 -0.5
O 15.20427 0.84185 -4.06995 -0.8 -0.7 0.1
C 15.71316 1.29238 -2.89622 0.7 0.4 -0.6
O 15.20922 1.16246 -1.83673 -0.3 0.0 0.2
O 16.88925 1.91545 -3.13701 -0.6 -0.2 0.3
H 19.17786 1.79705 -3.81268 0.2 0.2 -0.2
H 19.04126 1.85539 -5.59687 0.2 0.0 0.1
H 18.74839 0.35243 -4.69890 -0.2 0.0 0.0
H 17.15576 2.93265 -4.88860 -0.3 0.1 0.0
H 16.57735 0.06302 -5.47788 -0.3 -0.3 0.5
H 15.59318 1.39763 -5.99544 0.0 0.3 0.1
C 12.11899 2.23963 -2.70469 0.2 0.1 0.0
C 10.72218 2.48080 -2.18972 -0.3 -0.4 0.2
C 9.66460 1.40505 -2.50680 0.7 0.1 0.0
O 9.01353 1.19047 -1.25151 -0.1 0.0 0.1
C 9.76660 1.68916 -0.25082 0.0 -0.1 -0.3
O 9.56019 1.53584 0.90806 -0.1 0.0 0.2
O 10.80880 2.38293 -0.75159 0.0 0.4 0.0
H 12.17133 2.23415 -3.79347 -0.1 0.0 0.0
H 12.49680 1.29820 -2.30305 -0.1 -0.1 -0.1
H 12.78392 3.01727 -2.32073 0.0 0.1 -0.1
H 10.32614 3.46146 -2.46391 0.2 0.1 0.2
H 10.15227 0.47861 -2.81136 -0.2 0.0 -0.1
H 8.94307 1.74163 -3.24254 -0.1 -0.1 0.0
```
Forces are in eV/Å.

## Properties
Energy above the lowest of the compared OMol25 structures with the same formula, charge and spin   29.4 kcal per mole
F_max   0.0315 Eh/bohr
LUMO energy   -0.6 eV
E_HOMO   -9.59 eV
Multiplicity   1
Total charge   0
SMILES string   C[C@H]1COC(=O)O1.C[C@H]1COC(=O)O1.C[C@H]1COC(=O)O1.C[C@H]1COC(=O)O1.C[C@H]1COC(=O)O1.C[C@H]1COC(=O)O1.C[C@H]1COC(=O)O1.C[C@H]1COC(=O)O1.C[C@H]1COC(=O)O1.C[C@H]1COC(=O)O1.C[C@H]1COC(=O)O1
HOMO-LUMO gap   9.02 eV